(1)
A structure of composition C24H44GeMnN3O4S4Si3, computed with the ωB97M-V functional and the def2-TZVPD basis.

Output
E_tot ... -193077.94877 eV
Relative energy (zero: lowest compared OMol25 entry of this formula, charge and spin) ... 2.023 eV
Multiplicity ... 6
LUMO (alpha / beta) ... 1.5897 / 1.1716 eV
Highest occupied orbital energy (alpha / beta) ... -4.83 / -5.20 eV
Net charge ... -1

Each line ends with the Mulliken charge.
Element x y z (Å)
1 Mn -0.1656 -0.0524 0.3934  0.24
2 C 7.3106 -1.3279 0.2573  -1.73
3 C 5.8923 -0.7935 0.1837  1.12
4 C 5.7502 0.6256 0.2455  -0.55
5 C 4.6305 1.4280 0.5136  -0.14
6 C 3.4061 1.0758 1.0271  -0.36
7 C 3.4676 -1.2337 -0.2428  0.09
8 C 4.8697 -1.6702 -0.0223  -0.96
9 S 2.1515 2.3153 1.1528  0.96
10 O 1.7796 2.3657 2.5553  -0.69
11 O 2.7076 3.5369 0.6072  -0.79
12 N 1.0228 1.6907 0.2215  -0.17
13 C 0.2281 2.7013 -0.5371  -0.83
14 C -1.2599 2.4883 -0.3212  0.37
15 O -2.0630 3.3458 -0.6367  -0.74
16 O -1.5833 1.3243 0.2148  -0.39
17 H 7.8989 -0.8006 1.0115  0.40
18 H 7.8194 -1.2070 -0.7042  0.32
19 H 7.3111 -2.3895 0.5027  0.38
20 H 6.6702 1.1817 0.0831  0.31
21 H 4.7477 2.4958 0.3521  0.43
22 H 3.4321 -0.3475 -0.8732  0.54
23 H 5.0647 -2.7375 -0.0271  0.28
24 H 0.4065 2.6177 -1.6112  0.23
25 H 0.4523 3.7277 -0.2700  0.57
26 S 2.8972 -3.7066 -1.3202  -0.30
27 C 2.4497 -2.2088 -0.8217  -0.35
28 S 2.8751 -0.5400 1.3571  -0.13
29 S 0.8288 -1.6544 -1.0628  -0.19
30 C -0.1589 2.0573 5.4298  -1.49
31 C -0.1053 0.8581 4.5421  0.73
32 C 0.3503 -0.4285 4.7548  -1.48
33 C 0.2732 -1.0710 3.5043  -0.35
34 N -0.2218 -0.2383 2.5998  1.55
35 N -0.4520 0.9158 3.2525  0.29
36 C 0.6684 -2.4594 3.1186  -0.71
37 H 0.1975 1.7974 6.4242  0.38
38 H -1.1732 2.4524 5.5159  0.28
39 H 0.4831 2.8397 5.0204  0.30
40 H 0.7030 -0.8466 5.6871  0.48
41 H -0.6533 1.7444 2.7161  -0.01
42 H 0.0096 -3.1957 3.5825  0.36
43 H 1.6931 -2.6689 3.4333  0.44
44 H 0.6086 -2.5819 2.0378  -0.35
45 C -5.3106 -1.9738 1.5269  -1.11
46 Si -3.6137 -1.3139 2.0042  0.33
47 C -3.1180 -2.2745 3.5444  -1.03
48 C -3.8706 0.4903 2.4787  -0.78
49 Ge -2.0539 -1.5644 0.2054  0.58
50 Si -3.3582 -0.7624 -1.6430  0.57
51 C -2.1900 -0.3524 -3.0551  -0.97
52 C -4.5769 -2.0750 -2.2258  -1.11
53 C -4.3965 0.7375 -1.2494  -0.84
54 Si -1.8287 -3.9173 -0.2377  0.87
55 C -0.5106 -4.7938 0.7612  -0.91
56 C -1.4465 -4.2755 -2.0390  -0.85
57 C -3.4633 -4.7590 0.1632  -1.20
58 H -5.9906 -1.8485 2.3811  0.43
59 H -5.2866 -3.0379 1.2582  0.26
60 H -5.7249 -1.4173 0.6748  0.21
61 H -3.9804 -2.3715 4.2172  0.46
62 H -2.3184 -1.7591 4.0854  0.24
63 H -2.7665 -3.2846 3.2921  0.16
64 H -3.8885 0.6128 3.5695  0.39
65 H -4.8203 0.8583 2.0731  0.39
66 H -3.0809 1.1202 2.0618  -0.10
67 H -1.7759 -1.2636 -3.5026  0.26
68 H -1.3486 0.2409 -2.6811  0.08
69 H -2.6913 0.2302 -3.8370  0.37
70 H -4.0744 -2.9710 -2.6056  0.21
71 H -5.1988 -1.6617 -3.0315  0.37
72 H -5.2426 -2.3826 -1.4082  0.25
73 H -3.7810 1.5639 -0.8793  0.09
74 H -5.1560 0.5084 -0.4896  0.17
75 H -4.9136 1.0673 -2.1602  0.40
76 H 0.4814 -4.3856 0.5240  0.09
77 H -0.5059 -5.8593 0.4970  0.45
78 H -0.6776 -4.7083 1.8414  0.15
79 H -0.5110 -3.7841 -2.3202  0.20
80 H -2.2369 -3.9177 -2.7073  0.22
81 H -1.3274 -5.3562 -2.1943  0.41
82 H -3.6602 -4.7555 1.2449  0.25
83 H -3.4372 -5.8037 -0.1791  0.42
84 H -4.3021 -4.2552 -0.3361  0.28

(2)
A structure of composition C7H11I2MnN2OSe, computed with the ωB97M-V functional and the def2-TZVPD basis.

Output
E_tot ... -125332.72084 eV
Multiplicity ... 5
LUMO (alpha / beta) ... 4.8391 / 4.7862 eV
Highest occupied orbital energy (alpha / beta) ... 1.70 / 1.37 eV
Net charge ... -2

Each line ends with the Mulliken charge.
Element x y z (Å)
1 C 1.3439 -2.6116 -0.2905  -1.47
2 I -0.3737 -0.8194 -2.4787  -0.54
3 H 2.0430 -3.3038 0.2485  0.47
4 H 1.9220 -2.0663 -1.0648  0.28
5 H 0.5873 -3.2223 -0.8058  0.27
6 C 3.4598 2.3170 -0.9191  -0.55
7 C 1.8923 0.8039 -0.2797  -0.35
8 N 2.1293 1.9219 -0.9955  0.51
9 H 5.0869 1.3407 0.2006  0.40
10 I -0.0095 1.3903 2.1961  -0.62
11 N 3.0926 0.5058 0.2599  0.49
12 H 3.8393 3.1868 -1.4064  0.41
13 Mn -0.0747 0.0220 0.0183  -0.35
14 C 0.7135 -1.7626 0.7167  1.21
15 O 0.4944 -1.9683 1.8661  -0.61
16 C 4.0743 1.4086 -0.1293  -0.46
17 C 3.3704 -0.5429 1.2102  -0.94
18 H 4.3308 -0.3448 1.7180  0.28
19 H 3.4517 -1.5367 0.7212  0.24
20 H 2.5770 -0.5898 1.9759  0.31
21 C 1.1252 2.7359 -1.6364  -0.81
22 H 1.5411 3.2420 -2.5262  0.30
23 H 0.7524 3.5225 -0.9424  0.28
24 H 0.2735 2.1100 -1.9469  0.16
25 Se -2.3015 -0.4327 -0.1551  -0.92

(3)
A structure of composition C21H19I2N9O2S4SbW, computed with the ωB97M-V functional and the def2-TZVPD basis.

Output
E_tot ... -107498.74304 eV
Relative energy (zero: lowest compared OMol25 entry of this formula, charge and spin) ... 0.000 eV
Multiplicity ... 2
LUMO (alpha / beta) ... -2.3370 / -1.9752 eV
Highest occupied orbital energy (alpha / beta) ... -6.56 / -6.73 eV

Each line ends with the Mulliken charge.
Element x y z (Å)
1 W -0.2566 -0.7347 -1.2828  0.42
2 I -4.7582 5.0569 -2.5244  0.05
3 C -3.2287 3.7558 -1.8849  -0.29
4 C -1.9734 3.8298 -2.4627  -0.42
5 C -1.0120 2.9479 -2.0175  -0.02
6 I 0.9218 2.8700 -2.8288  0.04
7 C -1.2462 1.9995 -1.0147  0.27
8 O -0.2435 1.1493 -0.7082  -0.58
9 C -2.5243 1.9703 -0.4219  0.43
10 C -2.8900 1.0082 0.6816  -1.28
11 N -1.7554 0.1688 1.0420  0.46
12 C -1.9349 -0.6185 2.2510  -1.29
13 C -0.5865 -1.1462 2.6606  0.96
14 C -0.4693 -2.2227 3.5274  -1.03
15 C 0.7962 -2.6317 3.9073  -0.49
16 C 1.8956 -1.9295 3.4352  -0.87
17 C 1.6765 -0.8710 2.5728  -0.39
18 N 0.4676 -0.5003 2.1614  -0.16
19 C -3.4965 2.8499 -0.8773  -1.00
20 H -1.7435 4.5443 -3.2376  0.39
21 H -3.7130 0.3706 0.3381  0.46
22 H -3.2635 1.5822 1.5486  0.55
23 H -0.9641 0.7876 1.2624  0.25
24 H -2.6290 -1.4442 2.0776  0.33
25 H -2.3372 -0.0094 3.0792  0.68
26 H -1.3561 -2.7214 3.8854  0.50
27 H 0.9213 -3.4719 4.5712  0.45
28 H 2.8975 -2.1988 3.7257  0.46
29 H 2.4971 -0.2799 2.1907  0.75
30 H -4.4849 2.8057 -0.4496  0.46
31 S -2.9607 -4.0297 -3.0127  -0.63
32 Sb -1.6910 -2.3166 -3.8488  0.39
33 S -2.4308 -0.5084 -2.2651  -0.38
34 S 0.3638 -2.9413 -2.6464  -0.34
35 N 2.9249 0.3507 -0.5770  -0.10
36 C 2.7587 -0.9687 -0.3463  0.00
37 N 3.8247 -1.7090 -0.1390  -0.73
38 C 3.6053 -2.9850 0.2455  0.09
39 N 4.6833 -3.7721 0.3935  -0.37
40 N 2.4150 -3.4866 0.5355  -0.69
41 C 1.3606 -2.7244 0.2433  -0.17
42 N 1.4721 -1.4167 -0.2682  0.97
43 C 0.0391 -3.2028 0.4082  0.43
44 C -0.2471 -4.4558 0.9795  -0.32
45 C -1.5431 -4.8789 1.0848  -0.85
46 C -2.5630 -4.0455 0.5787  -0.80
47 C -2.2319 -2.8462 0.0082  -0.77
48 N -0.9655 -2.3575 -0.0751  1.14
49 H 3.8178 0.6219 -0.9629  0.31
50 H 2.1250 0.8632 -0.9452  0.06
51 H 5.5668 -3.4256 0.0633  0.26
52 H 4.5485 -4.7604 0.5192  0.25
53 H 0.5985 -5.0443 1.2936  0.64
54 H -1.7868 -5.8381 1.5139  0.50
55 H -3.5952 -4.3520 0.5985  0.50
56 H -3.0106 -2.2129 -0.4151  0.52
57 O 2.9953 0.2601 -3.3066  -0.44
58 S 1.8378 -0.4592 -3.8978  0.48
59 N 0.6149 -0.2941 -2.8687  -0.05

(4)
A structure of composition C43H54CoN8OPS2, computed with the ωB97M-V functional and the def2-TZVPD basis.

Output
E_tot ... -128020.23678 eV
Relative energy (zero: lowest compared OMol25 entry of this formula, charge and spin) ... 0.637 eV
Multiplicity ... 4
LUMO (alpha / beta) ... 1.7492 / 0.6941 eV
Highest occupied orbital energy (alpha / beta) ... -3.81 / -4.12 eV
Net charge ... -1

Each line ends with the Mulliken charge.
Element x y z (Å)
1 Co -0.7045 0.3706 0.4082  -0.88
2 S -0.6186 0.3092 2.7344  -0.51
3 C 1.1326 0.5263 2.7535  0.82
4 N 1.6880 0.4995 3.9449  -1.17
5 N 3.0284 0.7108 4.0583  0.20
6 C 3.8425 1.6570 3.5061  0.62
7 C 3.3702 2.7759 2.8008  0.21
8 C 4.2562 3.7333 2.3533  -0.67
9 C 5.6183 3.6149 2.5921  -0.54
10 C 6.0949 2.5084 3.2781  -0.64
11 C 5.2236 1.5417 3.7302  -0.49
12 N 1.8549 0.6395 1.6634  -0.36
13 N 1.3693 0.5422 0.4515  1.57
14 C 2.3288 0.5863 -0.5239  -0.10
15 C 1.9954 0.6422 -1.8856  0.41
16 C 2.9746 0.6901 -2.8539  -1.16
17 C 4.3184 0.6824 -2.5110  -0.68
18 C 4.6649 0.6286 -1.1679  -0.69
19 C 3.6998 0.5800 -0.1904  -1.04
20 H 3.4514 0.0885 4.7363  0.25
21 H 2.3136 2.8916 2.6180  0.29
22 H 3.8794 4.5916 1.8129  0.41
23 H 6.3039 4.3760 2.2477  0.39
24 H 7.1556 2.3960 3.4611  0.37
25 H 5.5984 0.6798 4.2679  0.34
26 H 0.9581 0.6547 -2.1661  0.34
27 H 2.6848 0.7386 -3.8958  0.48
28 H 5.0840 0.7196 -3.2746  0.39
29 H 5.7083 0.6294 -0.8814  0.43
30 H 3.9786 0.5394 0.8515  0.36
31 N -0.7352 7.6645 -6.7403  -0.60
32 C -0.7503 6.8815 -5.8988  -0.04
33 C -0.8059 5.9268 -4.8679  0.65
34 C -1.9580 5.8326 -4.0829  -0.92
35 C -2.0291 4.8931 -3.0781  0.14
36 C -0.9707 4.0168 -2.8549  -0.55
37 C 0.1787 4.1184 -3.6366  0.21
38 C 0.2699 5.0654 -4.6322  -0.98
39 C -1.0359 2.9473 -1.8416  1.82
40 C -1.2659 1.6544 -2.2972  -1.16
41 C -1.6022 1.2763 -3.6220  -1.12
42 C -1.8038 -0.0833 -3.5962  -1.37
43 C -1.5768 -0.4851 -2.2732  0.28
44 N -1.2560 0.5347 -1.4885  2.25
45 C -0.8395 3.2742 -0.5034  -0.97
46 C -0.6558 4.5886 -0.0045  -0.68
47 C -0.5090 4.4692 1.3560  -1.92
48 C -0.5974 3.1013 1.6385  -0.68
49 N -0.7913 2.3667 0.5413  1.80
50 H -2.7858 6.4992 -4.2782  0.44
51 H -2.9210 4.8169 -2.4744  0.46
52 H 0.9951 3.4396 -3.4429  0.57
53 H 1.1640 5.1427 -5.2316  0.46
54 H -1.6841 1.9505 -4.4556  0.66
55 H -2.0974 -0.7219 -4.4077  0.53
56 H -1.6183 -1.4680 -1.8579  -0.88
57 H -0.6381 5.4796 -0.6055  0.62
58 H -0.3539 5.2417 2.0865  0.51
59 H -0.5309 2.6717 2.6208  0.88
60 C -4.4886 2.4669 0.2315  -1.32
61 S -3.8024 0.7438 0.2316  1.39
62 C -4.6082 0.2052 1.8116  -1.03
63 O -4.5820 0.0718 -0.8156  -0.77
64 H -5.5728 2.4231 0.1820  0.48
65 H -4.0981 2.9375 -0.6661  0.13
66 H -4.1508 3.0064 1.1090  0.36
67 H -4.5736 0.9988 2.5478  0.47
68 H -4.0437 -0.6473 2.1750  0.01
69 H -5.6271 -0.0920 1.5866  0.46
70 C 0.9355 -5.0597 -0.6831  -1.90
71 C 0.8469 -3.5733 -0.3529  2.58
72 C 2.0429 -3.1871 0.5160  -2.11
73 C 0.9571 -2.7344 -1.6245  -2.11
74 P -0.7454 -2.9736 0.5846  -1.88
75 N -0.9434 -1.4464 0.4628  1.10
76 C -2.3099 -3.9046 -0.1884  2.89
77 C -2.2697 -3.9877 -1.7201  -2.03
78 C -2.5232 -5.3390 0.2987  -2.18
79 C -3.5210 -3.0413 0.1597  -2.15
80 C -0.6113 -3.6366 2.4325  2.79
81 C -0.2250 -5.0991 2.6456  -2.17
82 C -1.9763 -3.3371 3.0546  -1.89
83 C 0.3900 -2.8019 3.2271  -1.66
84 H 1.9177 -5.2658 -1.1109  0.50
85 H 0.1912 -5.3645 -1.4121  0.29
86 H 0.8175 -5.6729 0.2043  0.30
87 H 2.9536 -3.1711 -0.0839  0.64
88 H 2.1965 -3.8964 1.3243  0.30
89 H 1.9010 -2.1903 0.9276  0.25
90 H 1.9547 -2.8439 -2.0526  0.61
91 H 0.8114 -1.6847 -1.3792  0.34
92 H 0.2333 -3.0114 -2.3847  0.20
93 H -1.3318 -4.3772 -2.0954  0.18
94 H -2.4651 -3.0300 -2.1878  0.46
95 H -3.0617 -4.6612 -2.0550  0.65
96 H -1.6717 -5.9712 0.0576  0.29
97 H -3.3940 -5.7566 -0.2111  0.57
98 H -2.7267 -5.3943 1.3623  0.38
99 H -3.2754 -1.9907 0.0147  0.38
100 H -3.8514 -3.1783 1.1842  0.25
101 H -4.3546 -3.2795 -0.5005  0.46
102 H -0.8231 -5.8017 2.0809  0.24
103 H -0.3525 -5.3305 3.7045  0.55
104 H 0.8219 -5.2613 2.4024  0.32
105 H -2.7332 -4.0677 2.7863  0.34
106 H -2.2957 -2.3466 2.7375  0.16
107 H -1.9007 -3.3303 4.1421  0.60
108 H 1.4237 -3.0144 2.9878  0.24
109 H 0.2556 -2.9967 4.2920  0.67
110 H 0.2056 -1.7480 3.0693  -0.03

Number 1: strongest force on any atom 1.7 eV/Å. Number 2: strongest force on any atom 3.8 eV/Å. Number 3: strongest force on any atom 4.6 eV/Å. Number 4: strongest force on any atom 2.5 eV/Å.